Record 1
{"formula": "C21H14N5O3Ti", "method": "ωB97M-V/def2-TZVPD", "elements": ["N", "C", "C", "C", "H", "O", "C", "C", "H", "C", "N", "H", "C", "C", "H", "C", "H", "C", "C", "O", "C", "H", "N", "C", "C", "C", "O", "C", "H", "N", "H", "C", "C", "H", "Ti", "H", "N", "C", "H", "H", "H", "C", "H", "C"], "xyz": [[3.72261, -0.03700, 5.36743], [5.01336, -0.03249, 5.13807], [7.95998, -0.03421, 8.21002], [-1.04867, 2.73466, 0.01679], [0.99215, -0.06736, 5.78111], [8.95376, -0.03118, 9.12861], [8.35735, -0.02038, 6.87342], [4.08862, -0.01802, 3.14071], [6.26925, -0.05912, 9.55125], [6.04886, -0.03494, 6.17631], [-0.02452, 2.10079, -0.00422], [9.51907, -0.04023, 11.05157], [4.73159, -0.03012, 0.73402], [2.40382, 0.00525, 1.39763], [7.75720, -0.00757, 4.84942], [4.31526, -0.03622, -0.61022], [2.63724, -0.01574, -1.91850], [6.60490, -0.04885, 8.52556], [1.73862, -0.02766, 3.80174], [-2.00590, 3.41044, 0.03236], [8.58732, -0.04412, 10.49596], [5.78622, -0.04190, 0.97694], [5.29653, -0.02330, 3.79974], [5.66639, -0.04913, 7.50798], [7.41201, -0.02058, 5.87641], [1.40855, -0.00353, 2.41772], [-1.72205, -0.05158, -0.02479], [0.72902, -0.05028, 4.73265], [8.00417, 0.84136, 10.75840], [2.01331, 0.00020, 0.05302], [9.41350, -0.00826, 6.64449], [-0.89019, -0.03011, 2.97108], [-0.60833, -0.05225, 4.31193], [-1.89844, -0.02297, 2.58011], [-0.09116, 0.09848, 0.03294], [6.21002, -0.01899, 3.38610], [0.07734, -0.00249, 2.04224], [2.98189, -0.02493, -0.89179], [-1.42103, -0.06928, 5.02223], [8.01906, -0.94287, 10.74561], [4.61199, -0.05921, 7.74371], [3.79047, -0.01283, 1.73473], [5.03191, -0.04564, -1.41777], [3.14344, -0.02624, 4.12651]], "forces_ev_per_a": [[0.00, 0.01, -0.02], [0.22, -0.01, 0.16], [-0.09, 0.00, 0.03], [-0.37, 0.46, -0.10], [-0.03, 0.00, 0.03], [0.09, 0.00, -0.02], [0.11, 0.00, 0.16], [0.09, 0.01, -0.33], [0.00, 0.00, 0.02], [-0.01, 0.00, -0.13], [0.48, -0.86, -0.27], [0.02, 0.00, 0.04], [0.11, -0.02, -0.29], [-0.02, -0.04, -0.21], [-0.01, 0.00, -0.01], [0.28, 0.02, 0.14], [-0.01, -0.02, -0.02], [0.06, 0.00, 0.02], [0.26, 0.05, -0.22], [0.06, -0.07, 0.06], [0.01, 0.00, -0.01], [0.02, 0.00, -0.03], [-0.18, 0.00, 0.00], [-0.09, 0.00, 0.06], [-0.10, 0.00, -0.16], [0.00, 0.10, -0.04], [0.83, -1.02, -0.47], [-0.14, -0.01, 0.14], [-0.01, 0.01, 0.00], [0.91, -0.85, 0.71], [0.03, 0.00, 0.01], [-0.11, 0.06, 0.13], [-0.01, 0.02, 0.02], [-0.01, -0.02, 0.01], [-2.60, 2.67, 0.72], [0.02, 0.01, -0.01], [1.01, -0.60, -0.59], [-0.31, 0.05, 0.13], [0.00, 0.00, 0.03], [-0.01, -0.01, 0.00], [-0.04, 0.00, 0.00], [-0.17, 0.07, 0.28], [0.02, 0.00, 0.00], [-0.36, -0.01, 0.02]], "mulliken_charge": [-0.779, 0.257, 0.948, 0.847, 0.591, -0.465, -0.756, -0.163, 0.390, 0.393, -0.685, 0.237, -0.036, -0.024, 0.254, -0.988, 0.355, -0.376, 0.489, -0.508, -0.847, 0.386, -0.128, -0.884, -0.454, -0.450, -0.726, 0.175, 0.343, -0.164, 0.416, -0.268, -1.032, 0.486, 1.031, 0.170, -0.149, -0.315, 0.407, 0.343, 0.471, 0.364, 0.404, 0.443], "total_charge": 0, "orbital_gap_ev": [5.3, 7.2], "multiplicity": 2, "s2": 0.769, "lumo_ev": [-0.5813, -0.7809], "relative_energy_kcal_mol": 8.1}

---

Record 2
{"formula": "C21H16CaIN4O6Se", "method": "ωB97M-V/def2-TZVPD", "elements": ["C", "H", "C", "N", "C", "C", "C", "O", "H", "N", "H", "N", "C", "C", "C", "C", "O", "C", "H", "C", "H", "H", "C", "C", "C", "O", "O", "H", "C", "H", "H", "O", "C", "H", "H", "Se", "H", "H", "Ca", "C", "C", "H", "H", "O", "C", "I", "H", "C", "N", "C"], "xyz": [[-1.29135, 2.58156, -0.82397], [6.92937, -0.99020, -1.84450], [-2.13645, -3.08936, -3.45656], [-1.82112, -1.19804, -1.45278], [-1.87522, 2.77779, 1.68601], [3.69623, 0.23640, 0.46261], [-1.66783, -2.49807, -1.19065], [-0.12249, -1.71728, 3.06193], [6.94899, -3.44754, -2.16440], [4.85093, 0.22557, -0.25364], [5.08405, 1.62584, -1.77814], [-0.70836, 0.91431, 0.82576], [4.17472, -3.26365, -0.21065], [-2.29552, -1.74304, -3.72852], [5.49405, 1.39797, -0.79246], [6.17640, -2.99229, -1.55819], [-1.90607, 3.61460, -1.07364], [4.18432, -1.89121, -0.02542], [5.21698, -4.86817, -1.16260], [-1.24957, 0.95899, 3.12701], [3.05286, -1.38282, -3.53899], [-2.33599, 3.73464, 1.48439], [-0.68592, 0.34468, 2.02079], [5.16526, -1.07978, -0.60210], [0.00066, -1.01902, 2.06558], [-0.64076, 1.83063, -1.61658], [1.18502, -1.59222, -2.79023], [-2.21337, 0.23744, -2.85820], [2.29366, -1.00312, -2.82526], [3.39531, -3.87732, 0.21995], [-1.38191, -2.74379, -0.17364], [2.60731, -0.02137, -2.11227], [6.17859, -1.61514, -1.38004], [-2.52474, -1.40560, -4.72973], [6.56626, 1.21806, -0.86318], [2.75932, 1.71741, 1.01288], [-1.21134, 0.45690, 4.08327], [2.39274, -1.30223, 1.00245], [0.46418, -0.08806, -1.03063], [-1.84035, 2.20368, 2.94850], [5.19227, -3.80066, -0.98674], [-2.23897, -3.82969, -4.23888], [-2.27898, 2.72191, 3.79310], [0.64204, -1.31423, 0.98606], [-2.13153, -0.83257, -2.69869], [-1.54514, -5.47045, -1.68312], [5.29952, 2.23434, -0.12595], [-1.82471, -3.47384, -2.16341], [3.32525, -1.04464, 0.64175], [-1.29352, 2.08588, 0.63280]], "forces_ev_per_a": [[0.01, 0.06, 0.25], [0.00, 0.00, 0.00], [0.00, -0.11, -0.03], [0.11, -0.29, -0.22], [0.00, 0.02, -0.08], [-0.07, 0.38, -0.02], [-0.02, 0.05, 0.05], [0.07, 0.07, 0.06], [0.00, 0.00, 0.00], [0.11, -0.17, 0.05], [0.00, 0.00, 0.00], [-0.05, -0.02, -0.01], [0.02, 0.09, 0.03], [-0.06, 0.00, 0.01], [-0.02, 0.03, -0.02], [0.01, -0.05, -0.01], [-0.02, 0.00, -0.04], [0.08, 0.04, -0.12], [0.00, 0.00, 0.00], [0.00, -0.05, -0.03], [-0.02, 0.00, 0.02], [0.00, 0.00, 0.03], [0.04, -0.05, 0.07], [-0.05, 0.00, 0.00], [-0.04, -0.01, -0.13], [-0.04, -0.02, -0.29], [-0.13, -0.02, 0.05], [0.02, 0.00, -0.03], [0.12, -0.16, -0.20], [0.00, -0.01, 0.00], [0.01, -0.06, -0.02], [0.02, 0.02, -0.09], [-0.04, 0.04, 0.04], [0.00, 0.03, 0.01], [0.00, 0.00, 0.01], [0.10, -0.12, -0.01], [-0.01, 0.02, 0.01], [-0.01, 0.11, 0.05], [0.18, 0.50, 0.37], [0.00, -0.01, 0.01], [0.02, -0.02, -0.02], [0.00, 0.01, 0.00], [0.00, 0.00, 0.00], [-0.04, -0.18, 0.02], [-0.03, 0.11, 0.06], [0.02, -0.15, 0.04], [0.00, 0.00, -0.01], [-0.03, 0.24, 0.00], [-0.16, -0.36, 0.15], [-0.09, 0.05, -0.02]], "mulliken_charge": [0.152, 0.338, -0.091, -0.429, -0.711, -0.419, -0.059, -0.766, 0.380, 0.152, 0.318, 0.416, -0.783, -0.812, -1.192, -0.602, -0.774, 0.465, 0.379, -0.791, 0.412, 0.517, 0.321, 0.848, 0.085, -0.827, -0.631, 0.401, 0.173, 0.480, 0.434, -0.661, -0.805, 0.410, 0.368, -0.215, 0.511, 0.195, 1.809, -0.256, -0.531, 0.376, 0.406, -0.646, -0.022, 0.087, 0.409, -0.330, 0.284, 0.228], "total_charge": -1, "orbital_gap_ev": 7.0, "lumo_ev": 2.0285, "relative_energy_kcal_mol": 8.9}